# 1
122
Properties=species:S:1:pos:R:3 method="wB97M-V/def2-TZVPD" largest_force_ha_per_bohr=0.011 total_charge=+3 gap_ev=5.511 mol_weight_g_mol=1391.590 de_lowest_ev=0.144 e_homo_ha=-0.549
Pd 0.91 -0.12 0.32
C 2.02 4.12 -1.98
Sb 1.53 2.03 -2.02
C 1.77 1.75 0.18
C 1.21 2.82 1.05
C 0.14 3.65 0.68
C -0.27 4.66 1.53
C 0.42 4.86 2.71
C 1.50 4.03 2.99
N 1.87 3.03 2.19
Si 3.43 0.99 0.73
C 3.36 -1.04 -1.36
C 5.05 3.24 0.19
C 3.89 0.83 2.53
C -0.67 1.86 -2.35
C -1.48 1.62 -1.11
C -2.73 2.24 -0.93
C -3.53 1.99 0.16
C -3.10 1.07 1.11
C -1.87 0.48 0.90
N -1.07 0.74 -0.16
Si -0.93 0.29 -3.46
C 0.17 -1.10 -2.81
C -2.73 -0.26 -3.33
C -0.46 0.54 -5.24
Si -1.21 3.41 -3.39
C -1.35 4.94 -2.31
C -2.87 3.12 -4.23
C 0.06 3.73 -4.75
H 3.11 4.15 -2.06
H 1.71 4.63 -1.07
H 1.61 4.63 -2.85
H -0.35 3.53 -0.27
H -1.09 5.31 1.25
H 0.16 5.66 3.39
H 2.08 4.17 3.89
H 2.85 -0.28 -1.95
H 2.86 -2.00 -1.54
H 4.39 -1.13 -1.71
H 5.78 3.72 -0.46
H 5.43 3.30 1.21
H 4.13 3.82 0.15
H 3.82 -0.20 2.89
H 3.28 1.47 3.16
H 4.93 1.13 2.63
H -3.09 2.93 -1.68
H -4.48 2.50 0.27
H -3.68 0.81 1.98
H -1.49 -0.23 1.61
H 0.42 -0.78 -1.79
H 1.10 -1.17 -3.38
H -0.31 -2.08 -2.83
H -3.17 -0.07 -2.35
H -2.81 -1.33 -3.54
H -3.34 0.25 -4.07
H 0.55 0.93 -5.35
H -1.13 1.17 -5.81
H -0.47 -0.45 -5.72
H -1.98 4.84 -1.43
H -1.80 5.72 -2.93
H -0.38 5.32 -1.99
H -3.61 2.59 -3.63
H -2.75 2.56 -5.16
H -3.30 4.08 -4.50
H 1.03 3.26 -4.62
H 0.23 4.80 -4.83
H -0.33 3.40 -5.71
I 3.53 -3.44 1.44
C 4.25 -1.53 0.73
C 5.56 -1.35 0.87
C 6.39 -0.24 0.35
C 6.11 0.99 -0.10
C 4.83 1.77 -0.23
N 3.33 -0.71 0.08
H 6.13 -2.12 1.37
H 7.44 -0.50 0.35
H 6.98 1.56 -0.41
H 4.56 1.76 -1.29
Te -2.25 -2.75 -0.44
C -2.55 -4.78 -0.82
C -2.82 -5.67 0.22
C -2.98 -7.01 -0.08
C -2.86 -7.45 -1.39
C -2.59 -6.56 -2.42
C -2.43 -5.21 -2.14
C -3.44 -2.57 1.29
C -3.06 -2.02 2.51
C -4.01 -1.89 3.51
C -5.32 -2.28 3.28
C -5.70 -2.81 2.05
C -4.75 -2.95 1.04
H -2.95 -5.32 1.24
H -3.21 -7.72 0.71
H -2.99 -8.50 -1.62
H -2.52 -6.90 -3.44
H -2.24 -4.50 -2.94
H -2.05 -1.68 2.69
H -3.73 -1.47 4.46
H -6.06 -2.17 4.06
H -6.72 -3.11 1.87
H -5.06 -3.38 0.09
N 0.27 0.29 8.27
C 0.37 0.24 7.12
C 0.48 0.17 5.69
C -0.16 1.11 4.89
C -0.05 0.98 3.51
N 0.64 0.00 2.92
C 1.26 -0.88 3.71
C 1.21 -0.85 5.09
H -0.72 1.92 5.32
H -0.53 1.70 2.86
H 1.85 -1.65 3.21
H 1.74 -1.58 5.68
C 0.87 -4.85 -0.56
Te 0.48 -3.02 0.44
C -0.03 -3.91 2.30
H -0.08 -5.30 -0.85
H 1.39 -5.46 0.18
H 1.49 -4.63 -1.42
H 0.90 -4.19 2.78
H -0.64 -4.79 2.08
H -0.57 -3.20 2.89



# 2
135
Properties=species:S:1:pos:R:3 method="wB97M-V/def2-TZVPD" largest_force_ha_per_bohr=0.017 smiles="CCCCCCCCCCC[C@@]1(Cl)C[C@@H](P(=O)(O)O)[C@@H](O)OS1(=O)=O.c1cc[nH]c1.c1cc[nH]c1.c1cc[nH]c1.c1cc[nH]c1.c1cc[nH]c1.c1cc[nH]c1.c1cc[nH]c1.c1cc[nH]c1" gap_ev=8.122 mol_weight_g_mol=957.620 e_homo_ha=-0.293
C 4.36 -3.28 1.79
C 4.49 -3.57 0.30
C 4.20 -2.35 -0.60
C 3.02 -2.55 -1.55
C 1.65 -2.53 -0.84
C 1.24 -1.12 -0.40
C -0.27 -0.96 -0.21
C -0.82 0.47 -0.41
C -1.00 1.30 0.86
C 0.24 1.44 1.77
C 0.56 2.85 2.30
C 1.20 4.00 1.47
Cl 0.00 4.79 0.39
C 1.75 5.08 2.43
C 3.11 4.82 3.12
P 3.13 3.88 4.71
O 4.10 4.43 5.67
O 3.29 2.32 4.42
O 1.59 4.00 5.18
C 4.19 4.28 2.19
O 5.25 3.70 2.87
O 3.66 3.17 1.43
S 2.56 3.59 0.36
O 3.00 4.79 -0.29
O 2.27 2.39 -0.37
H 3.39 -2.80 2.01
H 5.15 -2.61 2.14
H 4.40 -4.20 2.39
H 5.50 -3.95 0.11
H 3.79 -4.37 0.04
H 4.03 -1.47 0.03
H 5.08 -2.11 -1.20
H 3.15 -3.49 -2.09
H 3.03 -1.75 -2.30
H 1.74 -3.17 0.05
H 0.89 -2.95 -1.50
H 1.57 -0.41 -1.16
H 1.77 -0.88 0.52
H -0.57 -1.31 0.79
H -0.77 -1.62 -0.92
H -1.81 0.38 -0.87
H -0.20 0.99 -1.14
H -1.39 2.29 0.59
H -1.80 0.82 1.44
H 0.05 0.86 2.68
H 1.11 0.98 1.31
H 1.20 2.74 3.18
H -0.37 3.29 2.68
H 1.81 6.02 1.87
H 0.99 5.22 3.21
H 3.46 5.80 3.48
H 3.18 2.04 3.50
H 1.25 3.12 5.39
H 4.54 5.04 1.49
H 5.84 4.37 3.21
N -0.23 -5.89 -4.36
C -1.12 -5.38 -5.26
C -0.93 -4.03 -5.33
C 0.12 -3.70 -4.44
C 0.53 -4.86 -3.85
H -0.14 -6.85 -4.10
H -1.82 -6.02 -5.78
H -1.49 -3.35 -5.96
H 0.53 -2.72 -4.25
H 1.30 -5.05 -3.12
N -2.56 6.86 7.39
C -2.96 6.77 6.08
C -2.06 5.98 5.43
C -1.09 5.57 6.38
C -1.42 6.13 7.58
H -3.03 7.39 8.10
H -3.84 7.29 5.72
H -2.10 5.72 4.38
H -0.25 4.92 6.18
H -0.95 6.07 8.54
N 4.67 -7.84 1.23
C 4.58 -8.44 2.45
C 5.84 -8.52 2.98
C 6.73 -7.93 2.04
C 5.98 -7.53 0.97
H 3.90 -7.65 0.61
H 3.62 -8.76 2.84
H 6.09 -8.94 3.94
H 7.79 -7.83 2.14
H 6.26 -7.04 0.05
N -3.68 -6.84 -8.18
C -4.47 -6.87 -7.06
C -5.71 -6.43 -7.41
C -5.67 -6.13 -8.80
C -4.41 -6.39 -9.24
H -2.71 -7.11 -8.22
H -4.08 -7.20 -6.11
H -6.56 -6.34 -6.75
H -6.49 -5.75 -9.40
H -3.96 -6.29 -10.22
N -6.68 6.62 6.65
C -7.70 6.32 7.51
C -8.88 6.47 6.83
C -8.55 6.89 5.51
C -7.19 6.97 5.43
H -5.70 6.59 6.88
H -7.50 6.02 8.52
H -9.86 6.31 7.23
H -9.24 7.10 4.71
H -6.54 7.24 4.61
N 0.62 -4.74 -8.25
C 0.17 -3.65 -8.94
C 1.09 -3.36 -9.91
C 2.14 -4.30 -9.79
C 1.82 -5.14 -8.76
H 0.14 -5.16 -7.47
H -0.77 -3.18 -8.69
H 1.02 -2.55 -10.62
H 3.03 -4.36 -10.40
H 2.35 -5.99 -8.35
N 1.16 3.36 -3.52
C 1.80 3.46 -4.73
C 0.85 3.60 -5.70
C -0.42 3.59 -5.06
C -0.19 3.44 -3.72
H 1.61 3.24 -2.63
H 2.88 3.42 -4.79
H 1.04 3.70 -6.76
H -1.38 3.67 -5.53
H -0.87 3.37 -2.89
N -3.77 1.47 5.72
C -3.64 2.82 5.50
C -4.19 3.09 4.28
C -4.66 1.86 3.74
C -4.39 0.88 4.66
H -3.45 0.99 6.55
H -3.17 3.46 6.23
H -4.25 4.07 3.82
H -5.15 1.72 2.79
H -4.59 -0.17 4.64



# 3
135
Properties=species:S:1:pos:R:3 method="wB97M-V/def2-TZVPD" largest_force_ha_per_bohr=0.043 gap_ev=8.043 mol_weight_g_mol=987.218 e_homo_ha=-0.314
C 3.01 -7.85 -2.15
C 2.27 -6.54 -1.98
C 2.70 -5.44 -2.71
C 2.10 -4.23 -2.60
C 1.01 -4.03 -1.76
C 0.47 -2.61 -1.72
C -0.63 -2.19 -0.72
C -0.47 -2.73 0.72
C 1.01 -2.84 1.20
C 1.42 -1.73 2.23
S 2.81 -0.73 1.56
C 4.10 -1.87 1.19
S 4.13 -3.33 1.92
N 5.16 -1.56 0.27
C 4.71 -1.46 -1.11
C 3.70 -0.66 -1.60
C 3.44 -0.65 -2.95
C 4.16 -1.41 -3.84
C 5.16 -2.23 -3.35
C 5.42 -2.23 -2.01
C 5.94 -0.39 0.69
C 5.52 0.91 0.57
C 6.34 1.95 0.95
C 7.58 1.66 1.44
C 8.01 0.37 1.57
C 7.19 -0.66 1.19
C -0.34 -0.65 -0.55
C -1.46 0.18 0.04
C -0.85 1.50 0.54
C -1.90 2.57 0.90
C -1.22 3.92 0.64
F -1.91 4.98 1.21
O -2.35 0.53 -1.04
S -2.73 -0.69 -2.03
O -2.15 -0.41 -3.30
O -4.15 -0.77 -1.99
C -2.10 -2.30 -1.31
Br -3.40 -2.53 0.22
C -2.36 -3.55 -2.19
C -2.54 -3.51 -3.72
C -1.31 -3.19 -4.58
C -3.85 -2.85 -4.24
C 0.60 -5.13 -1.06
C 1.19 -6.37 -1.16
H 2.99 -8.18 -3.19
H 4.07 -7.64 -1.92
H 2.68 -8.61 -1.44
H 3.56 -5.53 -3.38
H 2.49 -3.40 -3.19
H 0.19 -2.22 -2.71
H 1.35 -2.00 -1.47
H -0.96 -3.68 0.92
H -0.94 -2.03 1.42
H 1.76 -2.83 0.42
H 1.11 -3.77 1.76
H 0.62 -1.02 2.43
H 1.81 -2.17 3.15
H 3.12 -0.02 -0.94
H 2.66 -0.02 -3.37
H 3.98 -1.39 -4.91
H 5.74 -2.86 -4.02
H 6.21 -2.87 -1.63
H 4.55 1.16 0.16
H 5.97 2.96 0.81
H 8.26 2.47 1.72
H 9.00 0.13 1.94
H 7.49 -1.70 1.25
H -0.03 -0.25 -1.53
H 0.55 -0.55 0.08
H -1.96 -0.25 0.91
H -0.33 1.22 1.48
H -0.07 1.85 -0.14
H -2.84 2.48 0.37
H -2.04 2.53 1.98
H -1.07 4.03 -0.44
H -0.21 3.89 1.08
H -1.53 -4.24 -2.00
H -3.23 -4.11 -1.83
H -2.73 -4.57 -3.97
H -1.00 -2.14 -4.56
H -0.46 -3.78 -4.23
H -1.49 -3.48 -5.62
H -4.60 -2.85 -3.45
H -4.25 -3.47 -5.05
H -3.68 -1.86 -4.67
H -0.27 -5.04 -0.40
H 0.81 -7.23 -0.60
C -9.15 -0.81 5.55
O -8.53 -1.81 4.76
C -9.24 -2.14 3.57
C -8.54 -1.62 2.33
N -8.63 -0.17 2.24
C -7.74 0.44 1.24
C -6.23 0.21 1.38
O -5.63 0.87 2.49
C -5.77 0.21 3.73
H -8.65 -0.80 6.51
H -9.05 0.18 5.10
H -10.21 -1.03 5.71
H -10.28 -1.80 3.62
H -9.26 -3.23 3.52
H -9.00 -2.06 1.44
H -7.50 -1.96 2.38
H -8.41 0.24 3.14
H -7.92 1.51 1.28
H -8.05 0.09 0.25
H -5.76 0.66 0.50
H -5.95 -0.85 1.37
H -5.74 -0.88 3.62
H -6.69 0.51 4.24
H -4.94 0.51 4.37
C 3.41 4.64 2.00
O 2.35 5.07 1.16
C 1.57 6.13 1.70
C 1.83 7.43 0.97
N 3.16 7.96 1.27
C 3.60 9.04 0.39
C 3.70 8.77 -1.11
O 4.74 7.89 -1.48
C 4.45 6.51 -1.34
H 3.79 3.70 1.60
H 4.23 5.36 2.01
H 3.06 4.46 3.02
H 1.72 6.24 2.78
H 0.53 5.86 1.54
H 1.08 8.17 1.27
H 1.71 7.24 -0.10
H 3.83 7.21 1.21
H 4.59 9.34 0.74
H 2.94 9.90 0.55
H 3.95 9.73 -1.59
H 2.75 8.46 -1.55
H 3.40 6.29 -1.55
H 4.71 6.16 -0.34
H 5.06 5.96 -2.05